Entry 1:
{
  "formula": "C4H10NO3",
  "method": "wB97M-V/def2-TZVPD",
  "elements": ["O", "O", "O", "N", "C", "C", "C", "C", "H", "H", "H", "H", "H", "H", "H", "H", "H", "H"],
  "xyz": [[-1.64, 0.91, -1.01], [-2.72, 1.65, 1.06], [1.02, -2.40, 0.93], [0.61, 0.17, -1.28], [1.06, 0.43, 1.15], [1.44, -0.28, -0.14], [1.24, -1.81, -0.09], [-0.87, -0.19, -1.14], [1.36, 1.47, 0.97], [-2.30, 1.41, 0.12], [1.33, -0.04, 2.09], [1.34, -2.33, -1.07], [-2.91, 0.82, 1.50], [2.49, -0.14, -0.44], [0.68, 1.17, -1.39], [-0.97, -0.86, -0.27], [-1.14, -0.62, -2.14], [-0.02, 0.63, 1.14]],
  "charge": -1,
  "e_homo_ev": -3.6,
  "largest_force_ha_per_bohr": 0.0441,
  "relative_energy_kj_mol": 282.6,
  "total_energy_ev": -11942.4676
}



Entry 2:
{
  "formula": "C4H10NO3",
  "method": "wB97M-V/def2-TZVPD",
  "elements": ["O", "O", "O", "N", "C", "C", "C", "C", "H", "H", "H", "H", "H", "H", "H", "H", "H", "H"],
  "xyz": [[2.49, 1.61, 1.12], [-2.11, -1.49, 0.44], [-1.82, 0.41, -0.65], [1.17, -0.12, -0.53], [0.07, 0.01, 1.62], [0.16, -0.69, 0.29], [-1.59, -0.75, -0.40], [0.79, 0.39, -1.88], [-0.29, 0.29, -1.98], [1.37, -0.16, -2.62], [1.42, 0.75, -0.01], [1.06, 0.15, 2.04], [0.94, 1.47, -1.92], [-0.45, 0.96, 1.54], [0.39, -1.73, 0.48], [-1.33, -1.29, -1.38], [3.01, 2.36, 1.41], [-0.46, -0.65, 2.31]],
  "charge": -1,
  "e_homo_ev": -3.6,
  "largest_force_ha_per_bohr": 0.1066,
  "relative_energy_kj_mol": 638.5,
  "total_energy_ev": -11938.7793
}



Entry 3:
{
  "formula": "C4H10NO3",
  "method": "wB97M-V/def2-TZVPD",
  "elements": ["O", "O", "O", "N", "C", "C", "C", "C", "H", "H", "H", "H", "H", "H", "H", "H", "H", "H"],
  "xyz": [[-0.42, -0.39, 3.33], [0.43, -2.60, -0.93], [-0.82, -1.70, 0.76], [-0.94, 0.74, -0.88], [-0.81, -0.67, -1.42], [-0.28, -1.73, -0.35], [0.10, 1.49, -0.07], [1.61, 0.93, -0.38], [-0.11, 1.18, 1.02], [-0.19, -1.33, 3.02], [-0.65, 0.14, 2.55], [2.38, 0.99, 0.27], [1.45, 0.01, -0.98], [-1.65, 0.73, -0.10], [-1.81, -1.17, -1.92], [2.05, 1.48, -1.28], [-0.08, 2.57, -0.30], [-0.26, -0.67, -2.34]],
  "s_squared": 0.759,
  "charge": 0,
  "e_homo_ev": [-10.4, -10.1],
  "multiplicity": 2,
  "largest_force_ha_per_bohr": 0.1277,
  "relative_energy_kj_mol": 272.6,
  "total_energy_ev": -11938.8248
}



Entry 4:
{
  "formula": "C4H10NO3P",
  "method": "wB97M-V/def2-TZVPD",
  "elements": ["P", "O", "O", "O", "N", "C", "C", "C", "C", "H", "H", "H", "H", "H", "H", "H", "H", "H", "H"],
  "xyz": [[2.47, 0.36, 0.13], [2.13, 1.63, 0.94], [3.56, -0.48, 0.75], [2.74, 0.62, -1.36], [0.82, -0.80, 0.06], [-0.46, -0.18, -0.02], [-1.64, -1.15, -0.42], [-0.52, 1.00, -1.04], [-0.67, 0.22, 1.47], [-1.63, 0.84, 1.66], [-1.48, -1.79, -1.22], [-2.44, -0.64, -0.77], [0.56, 1.27, -1.05], [-0.84, -0.73, 1.96], [-1.09, 1.78, -0.72], [-1.84, -1.74, 0.41], [0.97, -1.44, -0.67], [0.14, 0.73, 1.87], [-0.76, 0.51, -2.00]],
  "charge": -2,
  "e_homo_ev": 0.7,
  "largest_force_ha_per_bohr": 0.0873,
  "total_energy_ev": -21231.8975
}



Entry 5:
{
  "formula": "C4H10NO4S",
  "method": "wB97M-V/def2-TZVPD",
  "elements": ["S", "O", "O", "O", "O", "N", "C", "C", "C", "C", "H", "H", "H", "H", "H", "H", "H", "H", "H", "H"],
  "xyz": [[-2.11, 0.48, 1.28], [-0.08, -3.30, -0.81], [1.89, 2.30, -1.94], [-0.16, -0.73, 4.20], [-0.25, -0.39, -2.54], [1.60, 0.48, -0.59], [0.19, 0.65, -0.37], [-0.25, 0.24, 1.04], [2.34, 1.34, -1.37], [-0.66, -0.06, -1.46], [0.28, 0.79, 1.81], [-0.48, -2.65, -0.26], [-0.03, 1.70, -0.55], [2.09, -0.31, -0.19], [-0.79, -0.09, 3.84], [-1.68, -0.22, -1.08], [-0.15, -1.58, 3.72], [-0.51, -4.14, -0.69], [-0.16, -0.82, 1.29], [3.40, 1.02, -1.45]],
  "charge": -1,
  "e_homo_ev": -3.3,
  "largest_force_ha_per_bohr": 0.0354,
  "relative_energy_kj_mol": 25.7,
  "total_energy_ev": -24826.6477
}



Entry 6:
{
  "formula": "C4H10NO5S2",
  "method": "wB97M-V/def2-TZVPD",
  "elements": ["S", "S", "O", "O", "O", "O", "O", "N", "C", "C", "C", "C", "H", "H", "H", "H", "H", "H", "H", "H", "H", "H"],
  "xyz": [[-1.45, -1.12, 0.31], [-0.14, 1.63, -1.46], [-2.12, -1.91, 1.70], [1.43, 1.47, -1.28], [-0.54, 2.81, 1.29], [-0.76, 0.24, -1.27], [-1.19, -2.28, -0.56], [-0.14, 0.58, 1.59], [0.11, 1.56, -3.38], [0.85, -1.64, 1.98], [-0.19, 1.74, 0.83], [0.17, -0.71, 1.04], [1.89, -1.21, 2.23], [-0.43, 0.61, 2.49], [1.24, -2.67, 1.49], [1.46, 1.64, -0.34], [0.36, -1.92, 2.94], [-2.07, -2.80, 1.51], [0.99, 2.18, -3.69], [0.39, 0.46, -3.70], [-0.76, 1.80, -3.92], [0.88, -0.45, 0.20]],
  "charge": -1,
  "e_homo_ev": -3.1,
  "largest_force_ha_per_bohr": 0.0752,
  "relative_energy_kj_mol": 314.3,
  "total_energy_ev": -37705.6466
}



Entry 7:
{
  "formula": "C4H10NOP",
  "method": "wB97M-V/def2-TZVPD",
  "elements": ["P", "O", "N", "C", "C", "C", "C", "H", "H", "H", "H", "H", "H", "H", "H", "H", "H"],
  "xyz": [[1.06, 0.95, -0.01], [2.18, 1.81, 0.35], [-0.29, 2.04, 0.05], [-0.37, -0.37, -1.93], [0.99, 0.32, -1.68], [-1.03, 2.36, 1.02], [1.05, -1.13, 2.13], [0.43, -1.76, 1.55], [-1.69, 3.18, 0.81], [1.82, -0.43, -2.07], [-0.45, -0.87, -2.91], [1.01, 1.31, -2.16], [-1.18, 1.88, 2.01], [2.00, -1.32, 2.61], [-1.14, 0.35, -1.94], [0.29, -0.56, 2.70], [-0.53, -1.07, -1.01]],
  "charge": 0,
  "e_homo_ev": [-7.9, -8.7],
  "largest_force_ha_per_bohr": 0.0500,
  "relative_energy_kj_mol": 384.3,
  "total_energy_ev": -17132.9849
}



Entry 8:
{
  "formula": "C4H10NOS",
  "method": "wB97M-V/def2-TZVPD",
  "elements": ["S", "O", "N", "C", "C", "C", "C", "H", "H", "H", "H", "H", "H", "H", "H", "H", "H"],
  "xyz": [[-2.12, -2.20, 1.77], [-0.27, -2.10, -1.47], [-0.90, -1.29, -0.82], [0.86, -0.62, 0.91], [0.81, 0.59, -1.40], [-0.08, -0.16, -0.25], [-1.06, 0.84, 0.23], [-1.66, 0.47, 1.18], [0.28, -0.96, 1.91], [1.57, -0.26, -1.72], [-3.23, -2.78, 1.21], [-0.74, 1.86, 0.34], [-1.83, 0.83, -0.54], [1.38, -1.43, 0.51], [1.41, 1.36, -1.02], [1.46, 0.21, 1.22], [0.17, 0.76, -2.20]],
  "charge": -1,
  "e_homo_ev": [-2.6, -2.6],
  "largest_force_ha_per_bohr": 0.1219,
  "relative_energy_kj_mol": 419.5,
  "total_energy_ev": -18680.7478
}